(1)
Below is a cluster of 2 separate species, C15H34ClFN5O8P2S2 in total, with properties calculated with the ωB97M-V functional and the def2-TZVPD basis.

```
! RIJCOSX wB97M-V def2-TZVPD def2/J DEFGRID3
* xyz 1 1
C 1.19760 -2.32190 2.29856
C 2.36267 -1.62736 1.60661
O 1.93790 -0.33951 1.11637
C 2.84164 0.23230 0.25040
N 2.51676 -0.16036 -1.16959
C 1.27224 -0.03190 -1.63180
N 0.38580 0.83113 -1.05762
S 0.85374 2.49974 -0.92785
C -1.03751 0.56751 -1.33218
Cl -1.48428 -0.91667 -0.45576
C -1.37459 0.46292 -2.85625
S -1.54426 2.22634 -3.39478
N -2.59798 -0.22403 -3.17899
C -2.69865 -1.63517 -3.51770
C -3.87516 0.42728 -2.97795
C -4.32010 0.74072 -1.57591
O -4.56003 0.64665 -3.92369
C -0.12310 -0.13911 -3.54316
N 0.85983 -0.79031 -2.67081
C 0.69370 -2.26752 -2.49610
C 1.44047 -3.09992 -3.51995
F 1.09349 -2.57528 -1.22745
P 3.83120 -0.84872 -2.07028
N 3.99546 -2.35967 -1.96339
O 3.42455 -0.25566 -3.49445
O 4.99939 0.11305 -1.54553
H 0.30882 -1.69444 2.27355
H 1.43374 -2.55405 3.33591
H 0.95611 -3.26130 1.80080
H 3.19966 -1.47232 2.29413
H 2.72532 -2.22327 0.76152
H 3.85653 -0.11130 0.43507
H 2.81409 1.31324 0.33722
H 0.67609 2.60144 0.40157
H -1.59588 1.37666 -0.86747
H -1.09017 2.02120 -4.63452
H -3.70485 -1.81610 -3.89399
H -2.02307 -1.91994 -4.32582
H -2.54792 -2.30732 -2.66516
H -4.08094 -0.06397 -0.88244
H -3.84468 1.65990 -1.21746
H -5.39399 0.91330 -1.59930
H -0.38172 -0.83855 -4.33264
H 0.42148 0.66646 -4.03271
H -0.37798 -2.45390 -2.54377
H 2.27661 -3.60700 -3.04377
H 1.80109 -2.47876 -4.33933
H 0.76857 -3.84783 -3.94201
H 4.84556 -2.73321 -1.56281
H 4.11644 -0.43156 -4.14952
H 5.86232 -0.32619 -1.55745
C -1.58800 4.53613 5.05318
O -1.87684 3.26411 4.44009
P -1.12987 1.98476 4.98731
O 0.27706 2.17747 5.34631
O -1.38334 0.92686 3.82700
C -0.73383 1.16431 2.58071
O -2.08223 1.46979 6.12676
C -1.64447 0.37870 6.96005
H -0.67119 4.94613 4.63529
H -2.42932 5.18473 4.82885
H -1.48102 4.43495 6.13184
H 0.32399 1.38504 2.73517
H -1.21938 1.99488 2.05892
H -0.82775 0.26147 1.98667
H -1.13087 0.77510 7.83260
H -0.97793 -0.28948 6.41656
H -2.53705 -0.16067 7.26229
*
```

Computed properties:
* highest occupied orbital energy: -11.80 eV
* E: -95421.734 eV
* M: 593.0 Da
* frontier orbital gap: 8.489 eV

Löwdin population analysis, charges in e, atoms 1 to 8: -0.040 -0.218 -0.135 -0.209 0.008 -0.387 -0.355 0.928



(2)
Below is a structure of composition C15H34CuF6IN2O7S2Si3, with properties calculated with the ωB97M-V functional and the def2-TZVPD basis.

```
! RIJCOSX wB97M-V def2-TZVPD def2/J DEFGRID3
* xyz -1 2
Cu -0.50383 0.07927 0.48291
C 2.03108 3.11390 0.00563
O 0.82222 2.43947 0.20778
Si -0.70915 3.10005 0.35956
C -0.81951 4.36694 -1.03890
C -0.76240 4.23905 1.86176
C -1.87192 1.66686 0.32585
Si -3.11262 1.45061 1.70233
C -2.46832 1.64714 3.46137
C -3.90713 -0.26341 1.75071
C -4.52658 2.69984 1.51671
Si -2.63050 1.48576 -1.38118
C -1.32170 1.01770 -2.65329
C -3.45981 3.08468 -2.00868
C -4.05660 0.26119 -1.49836
H 1.89001 4.16114 -0.28039
H 2.58955 2.61935 -0.79490
H 2.63830 3.08566 0.91636
H -0.02114 5.10090 -0.90400
H -1.76197 4.91359 -1.01573
H -0.70681 3.93129 -2.03118
H -0.00941 5.02364 1.74399
H -0.58929 3.75466 2.81642
H -1.73794 4.73067 1.90711
H -1.67362 0.92578 3.65371
H -3.30097 1.41636 4.13164
H -2.11290 2.64266 3.71363
H -3.24168 -1.03971 1.37547
H -4.83155 -0.31011 1.17614
H -4.14559 -0.51211 2.78722
H -4.15498 3.72701 1.54779
H -5.26226 2.58540 2.31634
H -5.04528 2.56673 0.56548
H -0.56535 1.80212 -2.73531
H -1.77476 0.88125 -3.63868
H -0.80105 0.09653 -2.39493
H -2.84280 3.62794 -2.72430
H -3.70315 3.76555 -1.19276
H -4.39641 2.82755 -2.50844
H -3.86698 -0.69267 -1.02346
H -4.26913 0.08272 -2.55613
H -4.95659 0.69167 -1.05313
F -1.97924 -2.16210 -3.28710
C -2.34730 -3.08501 -2.40040
F -3.65748 -2.95171 -2.17193
F -2.14313 -4.28745 -2.93291
S -1.43373 -2.90942 -0.80180
O -1.59030 -1.49530 -0.48923
O -2.06009 -3.83185 0.09794
N 0.00100 -3.29253 -1.31410
S 1.03349 -3.90932 -0.28060
O 2.34374 -3.87220 -0.86266
O 0.84334 -3.45231 1.06415
C 0.61728 -5.73929 -0.23127
F -0.04999 -6.05023 0.87578
F -0.11706 -6.10485 -1.28366
F 1.74524 -6.46005 -0.24872
C 0.85310 0.92851 2.98856
O 0.29628 -0.06584 2.19620
H 1.01223 0.54135 4.00603
H 0.21430 1.81004 3.07950
H 1.82652 1.27904 2.61083
N 2.61457 -0.67485 0.98815
C 2.31979 -0.65342 -0.29725
O 1.17087 -0.47389 -0.72684
C 3.38747 -0.78679 -1.36048
I 5.32782 -1.40483 -0.72990
H 1.80555 -0.58631 1.63326
H 3.53213 -0.94911 1.29340
H 3.51886 0.18340 -1.83375
H 3.04472 -1.51200 -2.08907
*
```

Computed properties:
* highest occupied orbital energy (alpha / beta): -5.70 / -6.02 eV
* E: -147774.047 eV
* M: 807.3 Da
* frontier orbital gap (alpha / beta): 7.736 / 7.855 eV

Löwdin population analysis, charges in e, atoms 1 to 8: 0.545 -0.141 -0.291 0.333 -0.167 -0.152 -0.447 0.406



(3)
Below is a structure of composition C15H35AgN5O9P, with properties calculated with the ωB97M-V functional and the def2-TZVPD basis.

```
! RIJCOSX wB97M-V def2-TZVPD def2/J DEFGRID3
* xyz 0 3
Ag -0.69050 1.24701 0.00308
P -2.09914 3.61453 -0.02305
O -2.30474 4.83768 -0.89899
O -0.69012 3.40736 0.48757
O -2.46422 2.26476 -0.57408
O -3.02953 4.28610 1.02496
C -1.46425 0.34002 -3.25446
O -0.93732 0.60675 -2.15187
N -2.03295 -0.86577 -3.41129
C -2.67330 -1.34519 -4.63636
C -2.01795 -1.96380 -2.41747
H -1.49101 1.08399 -4.06564
H -2.09205 -2.11327 -5.14655
H -2.86518 -0.51174 -5.31211
H -3.66835 -1.77124 -4.50807
H -2.90469 -2.59445 -2.48118
H -1.08973 -2.52845 -2.50517
H -2.02219 -1.43444 -1.46465
C 0.91347 -2.00456 -0.32066
O 0.58049 -0.85704 -0.13718
N 2.16910 -2.37575 -0.59861
C 3.22894 -1.35049 -0.69464
C 2.62334 -3.81870 -0.70334
H 0.29232 -2.89328 -0.12946
H 3.52541 -1.37912 -1.74316
H 4.02803 -1.67497 -0.02811
H 3.05092 -0.33441 -0.34251
H 2.94205 -4.10435 -1.70580
H 3.46007 -3.88750 -0.00817
H 1.81634 -4.48236 -0.39285
C 0.73021 1.35581 3.24504
O 0.35077 1.29835 2.06046
N 1.40178 0.41906 3.87133
C 1.56876 -0.88560 3.29038
C 1.69200 0.38286 5.31160
H 0.68953 2.27526 3.84933
H 0.99367 -1.60933 3.86794
H 2.61255 -1.18300 3.18956
H 1.18422 -0.91375 2.27086
H 1.11319 -0.42424 5.76068
H 2.75569 0.18000 5.43610
H 1.44045 1.29097 5.85947
C 2.06299 2.64490 -1.95814
O 1.17389 2.23871 -1.22344
N 3.30693 3.09495 -1.46003
C 4.33833 3.51702 -2.30901
C 3.58736 2.94571 -0.03529
H 2.00031 2.79135 -3.04756
H 4.79186 4.40398 -1.86661
H 3.85873 3.92016 -3.20096
H 5.06542 2.72655 -2.49505
H 4.48578 2.33123 0.02257
H 3.87750 3.90738 0.38794
H 2.86627 2.48687 0.64117
C -3.25331 -0.16124 1.04018
O -2.02416 -0.20558 1.11416
N -4.08593 -1.25394 1.32135
C -3.52312 -2.63419 1.60429
C -5.50468 -1.06906 1.38971
H -3.83787 0.76072 0.89703
H -2.47211 -2.54479 1.87904
H -3.63114 -3.29741 0.74605
H -3.99203 -3.09810 2.47205
H -5.97377 -1.55062 2.24771
H -5.83030 -0.03287 1.48135
H -5.91308 -1.50566 0.47829
*
```

Computed properties:
* highest occupied orbital energy (alpha / beta): -7.88 / -7.40 eV
* E: -55286.109 eV
* M: 568.3 Da
* frontier orbital gap (alpha / beta): 8.039 / 7.157 eV

Löwdin population analysis, charges in e, atoms 1 to 8: 0.922 -0.077 -0.211 -0.284 -0.322 -0.218 -0.246 -0.092



Number 1: F_max 0.02581 hartree/bohr. Number 2: F_max 0.00864 hartree/bohr. Number 3: F_max 0.08084 hartree/bohr.